1.
The following is a quantum chemistry calculation of a cluster of 2 separate species, C6H16NS in total, from the OMol25 dataset.

Each line ends with the Löwdin charge.
Positions of all 24 atoms, in Å:
C: 1.205 2.201 0.684  -0.05
C: -2.275 0.440 -0.339  -0.10
C: 0.922 -0.235 -1.700  -0.12
C: 1.919 0.770 0.533  -0.27
C: -1.360 -0.439 0.464  -0.21
C: 1.273 -0.306 -0.246  -0.64
N: -1.700 -1.865 0.279  0.16
S: 1.756 -1.967 0.140  0.83
H: 0.336 1.969 1.447  0.09
H: 1.803 2.768 1.411  0.08
H: 0.713 2.577 -0.202  0.07
H: -2.524 1.474 -0.016  0.10
H: -3.343 -0.011 -0.404  0.11
H: -1.830 0.574 -1.308  0.05
H: 1.610 0.536 -2.044  0.10
H: 1.037 -1.192 -2.180  0.06
H: -0.108 0.039 -1.883  0.05
H: 2.141 0.234 1.499  0.10
H: 2.837 0.956 0.030  0.11
H: -1.048 -0.197 1.525  0.12
H: -1.619 -2.310 1.201  0.17
H: -1.003 -2.343 -0.345  0.14
H: -2.575 -1.874 -0.102  0.10
H: 1.834 -1.799 1.556  -0.05

Values from the calculation:
E_tot, eV: -18796.195
Lowest unoccupied orbital energy (spin up / spin down), eV: -3.64 / -4.20
Charge: +1
Kohn-Sham gap (spin up / spin down), eV: 8.65 / 6.87

=====

2.
The following is a quantum chemistry calculation of a structure of composition C6H16NS, from the OMol25 dataset.

Each line ends with the Löwdin charge.
Positions of all 24 atoms, in Å:
C: -2.310 -0.210 -1.840  -0.09
C: 3.178 -1.484 -0.415  -0.11
C: -1.313 0.667 1.856  -0.13
C: -2.494 0.482 -0.463  -0.23
C: 1.905 -0.774 -0.056  -0.33
C: -1.358 0.099 0.428  -0.63
N: 1.714 0.544 -0.915  0.14
S: -0.401 -1.312 0.387  1.03
H: -3.166 -0.378 -2.404  0.07
H: -1.643 0.331 -2.402  0.05
H: -1.721 -1.124 -1.809  0.02
H: 4.035 -1.082 0.087  0.06
H: 3.250 -1.416 -1.574  0.11
H: 3.064 -2.527 0.018  0.10
H: -1.837 1.609 1.860  0.08
H: -1.647 -0.132 2.553  0.09
H: -0.267 0.861 2.227  0.08
H: -3.339 0.188 0.211  0.14
H: -2.760 1.537 -0.718  0.13
H: 1.723 -0.511 0.968  0.04
H: 1.553 0.380 -1.920  0.16
H: 2.457 1.176 -0.806  0.12
H: 0.841 0.985 -0.501  0.14
H: -0.726 -1.893 -0.773  -0.06

Values from the calculation:
E_tot, eV: -18795.775
Lowest unoccupied orbital energy (spin up / spin down), eV: -3.72 / -3.85
Charge: +1
Kohn-Sham gap (spin up / spin down), eV: 7.71 / 7.09

=====

3.
The following is a quantum chemistry calculation of a cluster of 2 separate species, C6H16O in total, from the OMol25 dataset.

Each line ends with the Löwdin charge.
Positions of all 23 atoms, in Å:
C: 1.764 -1.820 2.056  -0.11
C: 0.268 -1.884 1.690  -0.27
C: -0.420 -0.540 1.577  -0.20
C: -0.022 0.175 0.260  -0.43
C: -0.751 1.514 0.065  -0.09
C: -0.424 -0.692 -0.961  -0.09
H: 2.447 -1.563 1.247  0.07
H: 1.995 -2.832 2.402  0.07
H: 1.946 -1.190 2.929  0.07
H: 0.064 -2.606 0.903  0.10
H: -0.119 -2.373 2.589  0.10
H: -1.508 -0.673 1.540  0.11
H: -0.193 0.282 2.263  0.12
H: 1.052 0.376 0.217  0.12
H: -0.326 2.388 0.569  0.07
H: -0.871 1.799 -0.976  0.07
H: -1.748 1.377 0.502  0.08
H: -1.513 -0.755 -0.925  0.08
H: -0.024 -1.703 -0.988  0.06
H: -0.129 -0.207 -1.883  0.07
H: 0.200 3.394 -4.696  0.03
H: -1.195 3.529 -5.421  0.03
O: -0.494 4.003 -4.959  -0.06

Values from the calculation:
E_tot, eV: -8528.657
Lowest unoccupied orbital energy, eV: 0.76
SMILES string: CCCC(C)C.O
Kohn-Sham gap, eV: 11.41